# 1
119
Properties=species:S:1:pos:R:3:mulliken_charge:R:1 method="wB97M-V/def2-TZVPD" lumo_energy_ev=4.3 e_tot_ha=-5640.38146 de_lowest_kj_mol=86.10 charge=-2 homo_ev=-2.449
Cd -0.38 -0.15 -0.52 3.33
O -1.29 0.77 3.37 -0.55
C -1.70 0.14 2.39 -0.19
N -1.01 -0.82 1.71 0.91
C -0.23 -1.68 2.38 -1.59
O -0.37 -2.09 3.54 -0.76
C 0.94 -2.26 1.59 0.54
C 1.60 -3.37 2.10 -0.46
C 2.73 -3.84 1.44 -0.86
C 3.15 -3.17 0.29 -0.94
C 2.42 -2.09 -0.15 -1.14
N 1.34 -1.64 0.48 2.20
C -3.04 0.54 1.81 0.23
C -3.88 1.36 2.55 -0.61
C -5.07 1.77 1.99 -0.69
C -5.37 1.36 0.70 -0.70
C -4.47 0.54 0.04 -0.34
N -3.34 0.12 0.58 0.71
H 1.22 -3.82 3.00 0.56
H 3.27 -4.70 1.81 0.38
H 4.03 -3.49 -0.25 0.47
H 2.70 -1.55 -1.05 0.37
H -3.55 1.68 3.54 0.56
H -5.74 2.42 2.53 0.39
H -6.27 1.69 0.20 0.42
H -4.67 0.21 -0.97 0.03
O 1.54 2.26 -1.64 -0.36
Cl 1.71 1.28 -2.69 1.13
O 2.68 1.73 -3.65 -0.79
O 0.44 1.01 -3.32 -0.57
O 2.19 0.04 -2.07 -0.83
C 3.67 -0.49 3.83 -0.82
Si 2.51 0.97 4.10 0.91
C 1.18 0.42 5.29 -1.07
C 3.48 2.24 5.12 -1.24
Sb 1.71 1.62 1.72 -0.85
Si 4.12 2.07 0.88 0.63
C 5.40 2.53 2.19 -1.24
C 4.24 3.46 -0.38 -1.00
C 4.77 0.49 0.09 -0.69
Si 1.08 4.09 2.07 0.64
C -0.57 4.14 2.96 -0.85
C 2.33 5.03 3.12 -1.12
C 0.99 5.01 0.44 -0.60
H 4.11 -0.80 4.79 0.49
H 4.48 -0.26 3.13 0.14
H 3.11 -1.35 3.43 0.06
H 1.69 -0.03 6.15 0.40
H 0.50 -0.31 4.86 0.21
H 0.58 1.26 5.64 0.26
H 3.79 1.70 6.02 0.37
H 2.87 3.08 5.43 0.30
H 4.38 2.63 4.63 0.32
H 5.15 3.42 2.76 0.26
H 6.33 2.73 1.64 0.40
H 5.60 1.71 2.89 0.33
H 4.06 4.43 0.08 0.24
H 3.55 3.33 -1.21 0.23
H 5.27 3.46 -0.76 0.40
H 4.67 -0.37 0.77 0.13
H 5.83 0.62 -0.15 0.46
H 4.22 0.26 -0.82 -0.01
H -0.57 3.48 3.83 0.19
H -1.37 3.80 2.29 0.06
H -0.78 5.16 3.28 0.45
H 2.27 4.76 4.18 0.26
H 2.11 6.10 3.03 0.41
H 3.36 4.87 2.79 0.15
H 0.40 4.47 -0.30 -0.18
H 1.98 5.21 0.04 0.30
H 0.50 5.98 0.64 0.39
C -1.98 5.30 -3.00 -0.90
O -1.50 4.34 -2.07 -0.03
C -2.38 3.55 -1.39 -0.40
S -4.03 3.71 -1.62 -0.34
S -1.58 2.49 -0.33 -0.25
H -1.09 5.78 -3.39 0.17
H -2.64 6.02 -2.52 0.35
H -2.54 4.82 -3.81 0.31
C 0.72 -4.87 -1.72 -0.80
Si -0.03 -3.59 -2.90 0.20
C -0.85 -4.67 -4.23 -1.10
C 1.39 -2.71 -3.77 -0.46
Si -1.51 -2.06 -1.86 -0.67
Si -2.86 -3.56 -0.63 0.08
C -1.84 -4.45 0.69 -0.94
C -3.54 -4.93 -1.75 -1.15
C -4.37 -2.97 0.33 -1.06
Si -2.62 -1.18 -3.75 0.62
C -3.26 0.55 -3.47 -0.66
C -1.47 -1.05 -5.24 -0.96
C -4.09 -2.23 -4.33 -1.43
H 1.67 -5.22 -2.15 0.42
H 0.06 -5.73 -1.61 0.44
H 0.93 -4.48 -0.72 -0.20
H -0.08 -5.30 -4.69 0.36
H -1.32 -4.09 -5.02 0.21
H -1.61 -5.33 -3.80 0.26
H 2.28 -3.36 -3.78 0.46
H 1.67 -1.77 -3.28 -0.36
H 1.13 -2.48 -4.80 0.41
H -0.93 -4.93 0.31 0.21
H -2.47 -5.23 1.15 0.53
H -1.55 -3.76 1.49 0.01
H -2.75 -5.56 -2.15 0.26
H -4.12 -4.52 -2.59 0.26
H -4.21 -5.56 -1.15 0.41
H -4.11 -2.26 1.10 0.21
H -4.79 -3.86 0.80 0.41
H -5.14 -2.52 -0.31 0.25
H -2.54 1.17 -2.93 -0.31
H -4.20 0.59 -2.90 0.35
H -3.45 1.03 -4.44 0.49
H -0.58 -0.47 -4.98 0.11
H -2.00 -0.51 -6.03 0.44
H -1.16 -2.02 -5.64 0.28
H -4.87 -2.30 -3.56 0.31
H -3.79 -3.25 -4.59 0.29
H -4.54 -1.77 -5.21 0.39

=====

# 2
104
Properties=species:S:1:pos:R:3:mulliken_charge:R:1 method="wB97M-V/def2-TZVPD" lumo_energy_ev=1.9 e_tot_ha=-1986.81385 de_lowest_kj_mol=0.00 charge=-1 homo_ev=-2.423
C 6.72 -2.16 0.77 -1.36
C 6.88 -1.65 -0.64 0.49
N 7.25 -2.46 -1.54 -0.87
C 6.65 -0.17 -0.87 -0.55
C 6.16 0.09 -2.28 -1.00
I 6.44 2.29 -2.57 -0.33
C 4.67 -0.27 -2.44 -0.72
C 3.72 -0.01 -1.29 0.97
C 3.28 1.27 -0.95 -0.54
C 2.42 1.50 0.12 -0.68
C 1.95 0.44 0.89 -0.58
C 2.36 -0.84 0.55 -0.82
C 3.24 -1.09 -0.51 1.36
C 3.64 -2.51 -0.80 -1.43
H 6.56 -3.23 0.73 0.38
H 7.66 -1.99 1.28 0.43
H 5.93 -1.63 1.30 0.32
H 7.29 -1.93 -2.42 0.54
H 7.62 0.32 -0.75 0.57
H 6.02 0.21 -0.05 0.25
H 4.30 0.26 -3.32 0.81
H 4.65 -1.32 -2.70 -0.36
H 3.61 2.12 -1.52 0.29
H 2.11 2.51 0.35 0.44
H 1.27 0.62 1.71 0.40
H 1.99 -1.67 1.14 0.28
H 3.29 -2.83 -1.78 0.14
H 3.20 -3.18 -0.07 0.34
H 4.72 -2.62 -0.78 0.25
C -2.37 3.62 3.03 -0.80
C -1.08 2.82 3.00 -0.44
O -0.10 3.35 2.12 -0.37
C 0.35 4.66 2.42 -0.33
C 1.02 4.79 3.78 -1.05
H -2.76 3.76 2.03 0.27
H -3.12 3.09 3.63 0.39
H -2.22 4.60 3.48 0.07
H -1.27 1.81 2.62 0.34
H -0.66 2.71 4.01 0.34
H -0.47 5.38 2.32 0.31
H 1.07 4.89 1.64 0.40
H 0.31 4.64 4.60 0.18
H 1.45 5.78 3.89 0.41
H 1.81 4.04 3.89 0.30
C -5.36 6.49 6.78 -1.12
C -4.07 5.71 6.73 -0.35
O -3.10 6.25 5.85 -0.33
C -2.65 7.55 6.16 -0.33
C -1.96 7.67 7.51 -1.11
H -5.76 6.64 5.77 0.31
H -6.11 5.96 7.37 0.39
H -5.23 7.48 7.23 0.27
H -4.27 4.70 6.34 0.34
H -3.65 5.58 7.73 0.31
H -3.47 8.28 6.08 0.30
H -1.93 7.80 5.37 0.34
H -2.66 7.51 8.33 0.26
H -1.53 8.66 7.63 0.39
H -1.17 6.92 7.60 0.31
C 1.66 -5.36 -5.63 -0.89
C 1.77 -3.84 -5.71 -0.47
O 2.88 -3.31 -5.02 -0.37
C 4.16 -3.73 -5.46 -0.20
C 4.46 -3.35 -6.91 -1.20
H 1.69 -5.68 -4.59 0.18
H 0.72 -5.69 -6.07 0.42
H 2.47 -5.85 -6.16 0.27
H 0.90 -3.39 -5.24 0.32
H 1.77 -3.51 -6.76 0.30
H 4.28 -4.81 -5.31 0.28
H 4.87 -3.23 -4.80 0.31
H 3.83 -3.90 -7.61 0.28
H 5.50 -3.59 -7.14 0.41
H 4.30 -2.29 -7.06 0.30
C -7.86 4.26 1.58 -1.10
C -6.42 4.13 1.14 -0.35
O -5.74 3.03 1.72 -0.35
C -6.26 1.75 1.41 -0.31
C -6.24 1.41 -0.07 -1.10
H -7.93 4.25 2.67 0.30
H -8.29 5.19 1.21 0.39
H -8.48 3.44 1.21 0.27
H -5.86 5.01 1.47 0.33
H -6.35 4.09 0.05 0.33
H -7.27 1.63 1.82 0.29
H -5.62 1.04 1.95 0.33
H -6.93 2.04 -0.64 0.27
H -6.53 0.37 -0.22 0.40
H -5.24 1.56 -0.48 0.30
C 0.35 -9.19 -3.29 -1.12
C -0.21 -7.78 -3.19 -0.30
O -0.86 -7.34 -4.37 -0.33
C -1.99 -8.09 -4.77 -0.36
C -3.12 -8.09 -3.75 -1.06
H 0.99 -9.28 -4.17 0.29
H 0.94 -9.42 -2.40 0.40
H -0.44 -9.94 -3.36 0.27
H 0.60 -7.07 -3.03 0.35
H -0.88 -7.69 -2.33 0.30
H -1.70 -9.11 -5.03 0.31
H -2.33 -7.62 -5.69 0.32
H -2.85 -8.63 -2.85 0.26
H -4.00 -8.57 -4.18 0.39
H -3.38 -7.07 -3.47 0.30

=====

# 3
116
Properties=species:S:1:pos:R:3:mulliken_spin:R:1 method="wB97M-V/def2-TZVPD" lumo_energy_ev="-0.4 / -0.4" e_tot_ha=-2666.67395 s_squared=3.76 spin_multiplicity=4 homo_ev="-8.445 / -9.314"
O -2.00 -8.30 2.58 0.00
P -2.22 -7.27 1.54 0.00
B -1.55 -5.56 2.15 0.00
O -2.37 -4.61 2.73 0.00
B -2.41 -3.57 1.82 0.00
C -3.75 -2.88 1.36 0.00
C -5.03 -3.69 1.70 0.00
C -5.60 -4.29 0.43 -0.01
C -6.95 -4.92 0.64 0.00
O -7.47 -5.04 1.66 0.00
O -7.54 -5.40 -0.48 0.00
O -1.21 -3.12 1.24 0.00
B -0.29 -4.12 1.07 0.00
C 0.71 -4.18 -0.18 0.00
O 1.99 -3.66 0.13 0.00
O 2.47 -4.31 1.27 0.00
O -0.25 -5.18 1.98 0.00
H -1.53 -7.58 0.34 0.00
H -3.57 -7.09 1.14 0.00
H -3.81 -1.86 1.73 0.00
H -3.68 -2.80 0.28 0.00
H -5.72 -3.00 2.17 0.00
H -4.84 -4.46 2.43 0.00
H -5.67 -3.52 -0.33 0.01
H -4.94 -5.10 0.12 0.00
H -6.88 -5.34 -1.18 0.00
H 0.35 -3.57 -1.00 0.00
H 0.77 -5.19 -0.57 0.00
H 2.51 -3.61 1.94 0.00
C 5.42 1.35 2.53 0.03
C 4.20 0.97 3.41 -0.01
C 4.25 1.74 4.73 0.02
C 5.30 1.21 5.71 -0.02
C 5.14 -0.29 5.91 0.02
C 5.13 -1.08 4.60 0.02
N 4.16 -0.50 3.62 0.37
O 2.97 -0.85 3.97 0.57
C 6.55 -1.10 4.00 0.02
C 4.81 -2.54 4.88 -0.02
C 2.98 1.46 2.62 0.00
H 5.72 0.52 1.89 -0.02
H 5.19 2.18 1.86 0.02
H 6.28 1.66 3.11 0.00
H 3.27 1.69 5.22 0.00
H 4.44 2.80 4.53 0.00
H 6.31 1.44 5.35 0.00
H 5.20 1.72 6.67 0.00
H 5.95 -0.67 6.55 0.00
H 4.21 -0.48 6.46 0.00
H 6.56 -1.58 3.02 -0.01
H 7.22 -1.66 4.65 0.00
H 7.00 -0.11 3.90 0.00
H 3.87 -2.67 5.40 0.00
H 5.59 -2.98 5.51 0.00
H 4.78 -3.12 3.95 0.00
H 2.89 0.93 1.67 0.00
H 3.07 2.52 2.41 0.00
H 2.05 1.33 3.17 0.00
C 3.59 5.97 -2.49 0.01
C 4.40 5.28 -1.36 0.02
C 5.90 5.47 -1.60 0.02
C 6.46 4.60 -2.72 -0.02
C 6.08 3.13 -2.50 0.02
C 4.58 2.93 -2.31 0.03
N 4.02 3.84 -1.26 0.37
O 4.36 3.40 -0.11 0.53
C 3.85 3.13 -3.65 0.01
C 4.31 1.47 -1.95 -0.01
C 4.01 6.04 -0.09 -0.01
H 2.65 5.45 -2.67 -0.01
H 3.34 6.99 -2.23 0.00
H 4.14 6.02 -3.43 0.00
H 6.44 5.23 -0.68 0.01
H 6.10 6.52 -1.81 0.00
H 6.10 4.95 -3.69 0.00
H 7.54 4.69 -2.74 0.00
H 6.42 2.54 -3.35 0.00
H 6.62 2.76 -1.63 0.01
H 2.77 3.07 -3.53 -0.01
H 4.15 2.36 -4.36 0.00
H 4.08 4.08 -4.14 0.00
H 4.85 1.15 -1.06 0.00
H 4.63 0.82 -2.76 0.00
H 3.24 1.29 -1.78 0.00
H 2.95 5.92 0.13 0.00
H 4.22 7.10 -0.21 0.00
H 4.58 5.71 0.78 0.00
C -8.72 0.74 -2.41 0.02
C -7.45 -0.07 -2.05 0.02
C -6.37 0.87 -1.49 0.03
C -5.70 1.74 -2.55 -0.02
C -5.18 0.88 -3.70 0.02
C -6.25 -0.03 -4.30 0.02
N -6.96 -0.81 -3.25 0.39
O -6.20 -1.77 -2.86 0.54
C -7.25 0.82 -5.11 0.01
C -5.62 -0.95 -5.33 -0.01
C -7.88 -1.02 -0.95 -0.04
H -9.26 0.29 -3.24 -0.01
H -9.42 0.77 -1.57 0.00
H -8.51 1.78 -2.66 0.00
H -5.60 0.28 -0.99 0.00
H -6.81 1.50 -0.71 0.00
H -6.39 2.50 -2.92 0.00
H -4.87 2.28 -2.09 0.00
H -4.77 1.53 -4.48 0.00
H -4.34 0.28 -3.34 0.01
H -8.08 0.21 -5.48 -0.01
H -6.75 1.27 -5.97 0.00
H -7.67 1.66 -4.55 0.00
H -4.80 -1.55 -4.92 0.00
H -5.19 -0.36 -6.14 0.00
H -6.35 -1.63 -5.76 0.00
H -8.64 -1.72 -1.31 0.00
H -8.31 -0.47 -0.11 0.00
H -7.05 -1.60 -0.55 0.02

=====

# 4
116
Properties=species:S:1:pos:R:3:mulliken_charge:R:1 method="wB97M-V/def2-TZVPD" lumo_energy_ev=-0.2 e_tot_ha=-4881.54672 smiles="C[N+](=O)[O-].C[N+](=O)[O-].C1CCOC1.C1CCOC1.C1CCOC1.C1CCOC1.C1CCOC1.C1CCOC1.ClCCCl.ClCCCl.ClCCCl" homo_ev=-9.187
Cl -4.08 2.10 0.14 -0.19
C -2.44 2.66 -0.29 -0.06
C -2.03 2.28 -1.75 1.78
Cl -2.98 3.35 -2.88 -0.25
H -1.66 2.15 0.35 -0.16
H -2.49 3.75 -0.13 0.39
H -2.26 1.22 -2.03 -0.30
H -1.01 2.49 -1.96 -1.14
Cl 5.79 2.70 0.14 -0.19
C 5.89 1.03 0.84 -0.26
C 5.10 1.01 2.13 -0.50
Cl 3.44 1.44 1.57 -0.02
H 6.91 0.82 0.98 0.45
H 5.36 0.44 0.17 -0.04
H 5.35 1.72 2.93 0.36
H 5.07 -0.01 2.51 0.23
Cl -5.04 -1.92 -0.29 -0.02
C -6.52 -2.17 -1.17 -0.45
C -7.10 -3.53 -0.81 -0.32
Cl -8.71 -3.61 -1.51 -0.22
H -6.32 -2.18 -2.23 0.08
H -7.25 -1.45 -0.98 0.36
H -7.25 -3.53 0.28 0.23
H -6.61 -4.48 -1.06 0.34
C -4.46 -2.56 3.41 -0.63
N -3.92 -3.86 2.76 0.89
O -4.72 -4.72 2.52 -0.53
O -2.72 -3.97 2.60 -0.50
H -3.70 -1.77 3.24 0.20
H -4.40 -2.70 4.50 0.32
H -5.47 -2.37 2.94 0.26
C 5.35 -3.49 -1.05 -0.72
N 5.32 -2.16 -0.39 0.90
O 4.23 -1.58 -0.37 -0.43
O 6.33 -1.72 0.13 -0.53
H 4.69 -4.09 -0.40 0.19
H 6.36 -3.83 -1.07 0.32
H 4.89 -3.41 -2.03 0.27
C 0.64 3.13 5.77 -0.46
C 1.22 3.15 7.21 -0.53
C 2.58 3.93 6.94 -0.44
O 2.97 3.65 5.60 -0.43
C 1.86 3.10 4.88 -0.01
H 0.07 4.09 5.59 0.22
H -0.13 2.40 5.57 0.40
H 1.42 2.20 7.65 0.30
H 0.56 3.69 7.97 0.29
H 3.36 3.61 7.69 0.26
H 2.47 5.02 7.05 0.27
H 2.08 2.10 4.55 0.09
H 1.94 3.69 3.97 0.03
C 2.01 5.47 -1.65 -0.30
C 2.44 5.23 -0.23 -0.66
C 1.52 4.01 0.06 0.21
O 0.40 4.03 -0.80 -0.20
C 0.51 5.28 -1.52 -0.60
H 2.46 4.79 -2.34 0.03
H 2.23 6.51 -1.93 0.43
H 2.04 5.98 0.45 0.32
H 3.46 4.96 0.08 0.24
H 1.20 4.02 1.09 0.21
H 2.08 3.05 -0.17 -0.30
H 0.08 6.09 -0.86 0.33
H 0.11 5.14 -2.48 0.37
C -4.68 -0.07 -5.39 -0.69
C -3.97 -0.08 -4.03 -0.12
C -3.63 -1.52 -3.92 0.02
O -4.73 -2.22 -4.40 -0.46
C -5.52 -1.34 -5.28 -0.49
H -4.01 -0.09 -6.23 0.30
H -5.25 0.89 -5.47 0.36
H -4.58 0.18 -3.21 0.16
H -3.17 0.61 -3.90 0.14
H -3.61 -1.86 -2.89 0.03
H -2.67 -1.75 -4.49 0.24
H -6.53 -1.26 -4.87 0.24
H -5.67 -1.78 -6.31 0.30
C 1.93 -5.06 3.75 -0.74
C 0.79 -4.73 2.84 0.09
C 1.35 -5.25 1.49 -0.39
O 2.73 -5.22 1.56 -0.36
C 3.16 -4.81 2.83 -0.37
H 1.78 -6.08 3.98 0.34
H 1.92 -4.46 4.65 0.38
H 0.79 -3.61 2.70 -0.10
H -0.23 -5.14 3.11 0.27
H 0.97 -4.63 0.63 0.17
H 1.04 -6.32 1.32 0.28
H 3.52 -3.74 2.92 0.11
H 4.01 -5.36 3.15 0.41
C -0.62 -2.13 0.25 -0.01
C -0.81 -0.87 1.04 -0.30
C 0.19 0.10 0.34 0.57
O -0.01 -0.17 -1.02 -0.10
C -0.58 -1.49 -1.11 -0.64
H -1.47 -2.80 0.51 0.36
H 0.34 -2.60 0.39 -0.27
H -0.60 -0.97 2.10 0.46
H -1.84 -0.54 0.80 0.00
H 1.22 -0.10 0.69 -0.44
H 0.04 1.20 0.49 -0.32
H 0.04 -2.09 -1.72 0.44
H -1.59 -1.48 -1.46 0.03
C 1.83 0.81 -3.47 0.35
C 2.08 0.44 -4.97 -0.71
C 1.04 1.23 -5.59 -0.42
O 1.04 2.52 -4.96 -0.47
C 1.58 2.35 -3.60 0.82
H 2.78 0.66 -2.83 0.20
H 1.03 0.20 -3.05 -0.38
H 2.16 -0.60 -5.19 0.44
H 3.03 0.82 -5.23 0.32
H 0.00 0.75 -5.72 0.13
H 1.37 1.38 -6.58 0.42
H 0.90 2.87 -2.82 -0.82
H 2.60 2.86 -3.72 0.02